Below is C43H117MnN10O11 as an isolated structure in a non-equilibrium geometry, with properties calculated with ωB97M-V/def2-TZVPD.

Values from the calculation:
HOMO (spin up / spin down) = -10.38 / -10.37 eV
Relative energy (zero: lowest compared OMol25 entry of this formula, charge and spin) = 166.9 kcal/mol
Spin multiplicity = 6
Net charge = +1
DFT total energy = -4234.1537 hartree

Atoms and positions in Å:
Mn 0.29283 1.72628 -3.51317
C -0.32540 -1.50776 -0.28613
C -0.09420 -0.03933 -0.53996
C 1.08920 0.65569 0.20328
O -0.15553 0.33326 -1.94491
H -0.62727 -1.75573 0.73146
H 0.46137 -2.23661 -0.48071
H -1.30955 -1.73551 -0.69562
H -0.89284 0.56005 -0.10291
H 2.05585 0.26420 -0.11358
H 1.01783 0.45697 1.27264
H 1.12852 1.74091 0.10921
C -3.90283 2.99275 -3.55442
C -2.59182 2.15404 -3.51854
C -2.25824 1.67874 -4.87919
O -1.11940 0.79970 -4.95931
C -0.89641 0.15901 -6.26812
N -1.52289 3.05269 -3.14143
H -4.70979 2.31269 -3.82723
H -3.79773 3.72536 -4.35464
H -4.25362 3.57835 -2.70463
H -2.67474 1.39478 -2.74088
H -2.33148 2.44960 -5.64634
H -3.16966 1.11598 -5.08093
H -1.13676 0.85168 -7.07468
H -1.47619 -0.74411 -6.45875
H 0.14348 -0.03033 -6.53437
H -1.79266 3.80568 -2.52471
H -1.55621 3.58801 -3.99724
C 5.85963 4.92101 2.58898
C 4.90964 4.51143 1.46078
C 4.48468 3.00137 1.48444
O 5.67684 2.21130 1.62875
C 5.39433 0.86955 1.27298
N 3.76817 5.34402 1.36259
H 5.33948 4.47052 3.43433
H 5.94892 5.99236 2.76882
H 6.82056 4.43496 2.42030
H 5.46309 4.78461 0.56235
H 3.72426 2.68142 0.77204
H 3.95645 2.68643 2.38438
H 5.17154 0.83169 0.20667
H 4.39914 0.66233 1.66641
H 6.11827 0.16128 1.67592
H 2.97397 4.99955 1.88286
H 3.91326 6.31069 1.61677
C 3.15666 1.52096 4.91942
C 2.22354 0.95318 3.89859
C 2.32810 -0.60066 3.88900
O 3.71422 -0.97121 3.60813
C 3.89773 -2.39798 3.48497
N 0.89112 1.44665 4.16245
H 3.05033 2.59574 5.06652
H 4.21156 1.40260 4.67188
H 3.02852 1.14427 5.93422
H 2.51920 1.29750 2.90755
H 1.89391 -0.94404 2.95002
H 1.92336 -1.12379 4.75539
H 3.62384 -2.80120 4.45990
H 4.92313 -2.65127 3.21570
H 3.22927 -2.97162 2.84295
H 0.35607 0.70901 3.72686
H 0.69105 1.34169 5.14685
C 5.43433 -5.84763 -2.21788
C 4.11928 -5.69432 -1.40647
C 3.42341 -4.37256 -1.58782
O 4.49284 -3.45625 -1.50987
C 4.14726 -2.12779 -1.09091
N 3.20741 -6.73875 -1.88914
H 6.14145 -5.06465 -1.94397
H 5.29173 -5.71636 -3.29051
H 5.88549 -6.82197 -2.03023
H 4.28974 -5.85958 -0.34263
H 2.60522 -4.19212 -0.89060
H 2.91935 -4.32468 -2.55308
H 3.37820 -2.12687 -0.31848
H 3.61704 -1.62950 -1.90250
H 4.84261 -1.44680 -0.60015
H 3.67582 -7.60777 -1.67585
H 3.02561 -6.65711 -2.87928
C -1.22526 -4.32443 -2.75097
C -1.72941 -3.38520 -3.89675
C -3.16184 -2.82827 -3.67799
O -3.60970 -1.84197 -4.57141
C -4.82061 -1.25480 -4.10428
N -0.77894 -2.24547 -3.89910
H -0.37547 -4.92502 -3.07540
H -1.96526 -5.01906 -2.35348
H -0.84315 -3.80412 -1.87269
H -1.68715 -3.89061 -4.86157
H -3.18427 -2.33779 -2.70484
H -3.87646 -3.64079 -3.54670
H -5.68259 -1.87935 -3.86970
H -5.00847 -0.51812 -4.88538
H -4.59569 -0.76819 -3.15521
H -0.69411 -1.78078 -3.00638
H -1.19763 -1.58080 -4.53393
C -0.99764 7.16596 -1.96029
C -2.51701 6.79545 -1.83309
C -2.71520 5.84498 -0.62893
O -2.14308 4.57538 -0.93958
C -1.73944 3.76164 0.15961
N -3.26245 8.02769 -1.64570
H -0.54937 7.19336 -0.96711
H -0.74388 8.01368 -2.59674
H -0.55931 6.28145 -2.42246
H -2.89591 6.35622 -2.75591
H -3.76665 5.86532 -0.34231
H -2.14205 6.27094 0.19457
H -2.65900 3.39410 0.61503
H -1.16166 4.30367 0.90826
H -1.08304 2.93601 -0.11530
H -4.21544 8.16293 -1.95167
H -2.78274 8.80093 -2.08398
C -1.36514 -1.60382 3.43102
C -2.25904 -0.77668 4.36315
C -3.35922 -1.60691 5.00444
O -4.23831 -0.88070 5.73028
C -5.27317 -0.15016 4.97425
N -1.55637 0.01002 5.31628
H -1.90695 -1.87376 2.52455
H -1.01826 -2.55287 3.83977
H -0.53618 -0.98319 3.09083
H -2.78815 -0.11408 3.67824
H -2.95622 -2.26748 5.77215
H -3.73710 -2.22832 4.19255
H -4.93887 0.36909 4.07607
H -5.51291 0.61407 5.71355
H -6.04301 -0.91786 4.89637
H -1.58966 0.98864 5.06869
H -2.35451 -0.05829 5.93143
C -4.16891 -1.58106 -0.09931
C -4.89993 -0.38841 0.52711
C -4.93409 0.93427 -0.25307
O -5.67049 1.94669 0.49664
C -5.98174 3.18592 -0.16972
N -6.26876 -0.72293 0.89733
H -3.38678 -1.28890 -0.80003
H -4.82437 -2.35647 -0.49578
H -3.48846 -2.01897 0.63098
H -4.33651 -0.25991 1.45130
H -5.48250 0.89724 -1.19433
H -3.96518 1.30579 -0.58666
H -5.11744 3.84824 -0.21903
H -6.52008 3.89608 0.45795
H -6.51731 3.00458 -1.10158
H -6.77056 -0.81109 0.02526
H -6.64211 0.14119 1.26341
C 4.49573 0.37504 -3.51000
C 3.08527 0.83950 -2.96581
C 2.94688 2.30587 -2.51171
O 1.62940 2.70415 -2.22578
C 1.53069 4.09981 -1.89593
N 2.13708 0.52426 -3.98488
H 5.22979 0.75806 -2.80110
H 4.57798 0.82113 -4.50113
H 4.65266 -0.70348 -3.49335
H 2.91036 0.35498 -2.00522
H 3.30646 2.92669 -3.33230
H 3.66547 2.45249 -1.70534
H 2.30078 4.18894 -1.12969
H 0.58050 4.34030 -1.41906
H 1.67219 4.91773 -2.60240
H 2.16229 -0.47850 -4.10290
H 2.47217 0.92028 -4.85147
C -0.33277 -5.06102 5.17837
C 0.62108 -6.04414 4.52522
C 0.91564 -5.66402 3.05512
O -0.25874 -5.59842 2.28304
C -0.06706 -4.86729 1.08691
N 1.84004 -6.17197 5.35747
H 0.11944 -4.07228 5.10093
H -0.53281 -5.29583 6.22381
H -1.26946 -5.07062 4.62103
H 0.13364 -7.01906 4.51777
H 1.68613 -6.37493 2.75672
H 1.32492 -4.66666 3.21594
H 0.66407 -5.24919 0.37437
H 0.10866 -3.87732 1.50783
H -1.01888 -4.87341 0.55576
H 2.32492 -6.98927 5.01541
H 1.48915 -6.36339 6.28502

Cartesian forces (eV/Å) of the 6 atoms listed first:
-1.06 -2.34 2.36
-0.95 -0.14 0.85
0.43 2.89 -1.13
0.21 -1.12 -0.10
0.56 -0.26 0.09
0.60 0.66 0.67